No. 1
18
Properties=species:S:1:pos:R:3 method="wB97M-V/def2-TZVPD" homo_lumo_gap_ev="7.87 / 7.69" de_lowest_ev=4.433 multiplicity=1 homo_energy_ev="-7.352 / -7.576" lumo_ev="0.5 / 0.1" total_energy_ev=-9360.004
C -1.46382 -1.47430 0.27038
C 2.59916 0.78109 0.39641
C 1.71887 -0.22887 0.53554
C -0.05456 -1.78843 -0.34264
C 0.82356 -0.63682 -0.46918
C -1.67449 1.88560 -0.27833
N -1.86498 -0.31472 0.49658
N -1.21412 0.77215 0.48046
H -2.06565 -2.32529 0.53910
H 3.26309 1.07162 1.18955
H 2.66797 1.33568 -0.52392
H 1.69006 -0.78526 1.46459
H 0.35679 -2.52746 0.34664
H -0.25914 -2.25963 -1.30700
H 0.81088 -0.08171 -1.39630
H -0.79553 2.47296 -0.54817
H -2.20883 1.58735 -1.18560
H -2.32925 2.51604 0.33188


No. 2
18
Properties=species:S:1:pos:R:3 method="wB97M-V/def2-TZVPD" homo_lumo_gap_ev=8.20 de_lowest_ev=5.139 multiplicity=1 homo_energy_ev=-7.289 lumo_ev=0.9 total_energy_ev=-9359.298
C -1.65161 -0.30048 -0.56520
C 0.82775 -2.22210 0.11685
C 0.09319 2.47178 -0.22540
N -0.68612 0.09782 0.43668
C 0.51391 -0.92650 0.80763
C 0.38704 1.07975 0.17576
C 1.42136 0.31772 0.49766
N -0.46266 -0.70263 1.71186
H 2.47472 0.50107 0.62496
H -2.34509 0.52105 -0.74240
H -1.16958 -0.56789 -1.51131
H -2.21159 -1.14992 -0.18322
H 0.06525 -2.96939 0.33007
H 1.79797 -2.57980 0.47000
H 0.91396 -2.06601 -0.96234
H -0.45481 2.50047 -1.17265
H -0.53109 2.95531 0.53375
H 1.01740 3.03972 -0.34270


No. 3
18
Properties=species:S:1:pos:R:3 method="wB97M-V/def2-TZVPD" homo_lumo_gap_ev=9.21 de_lowest_ev=5.131 multiplicity=1 homo_energy_ev=-8.184 lumo_ev=1.0 total_energy_ev=-9359.306
C -0.22681 0.76404 -1.85697
C -0.96985 -0.51699 -1.44600
C 1.29314 0.79307 -1.79617
C 0.55982 1.25700 -0.54529
C -0.69743 -2.10015 0.18939
C -0.20074 0.56465 1.62207
N -0.58844 -0.74934 -0.25563
N 0.36680 0.16918 0.38498
H -0.65314 1.55983 -2.56768
H 1.87661 -0.23096 -1.62401
H 1.70234 1.64909 -2.38056
H 0.55476 2.36686 -0.25493
H 0.19522 -2.57797 0.48614
H -1.34978 -2.14891 1.07466
H -1.04035 -2.72070 -0.56111
H 0.51861 0.24625 2.49915
H -0.32341 1.59120 1.67906
H -1.20534 0.02683 1.80798


No. 4
19
Properties=species:S:1:pos:R:3 method="wB97M-V/def2-TZVPD" homo_lumo_gap_ev=7.61 de_lowest_ev=14.893 multiplicity=1 homo_energy_ev=-8.620 lumo_ev=-1.0 total_energy_ev=-11397.195
C 1.29295 0.64535 -1.22462
C 0.63362 0.01967 -0.00743
C 0.58438 0.32223 1.48395
C -2.37487 1.71619 1.56997
C 0.15337 -1.55844 0.03792
C 0.02444 -2.33761 -1.11940
H 2.20380 -0.46509 -2.84866
H 1.27637 1.74751 -1.16089
H 0.39926 0.76758 -2.10534
H 1.29606 1.11587 1.95761
H 0.15842 -0.56043 2.14737
H -3.30245 1.04892 1.76963
H -2.08102 2.86752 1.64946
H -0.38920 -1.65876 1.21557
H 0.21858 -2.13815 -2.50594
H -0.39005 -3.30230 -0.62928
N -0.38128 1.12493 0.55917
N -1.68009 0.59065 0.67231
O 2.35771 0.05437 -1.46140


No. 5
19
Properties=species:S:1:pos:R:3 method="wB97M-V/def2-TZVPD" homo_lumo_gap_ev=7.90 de_lowest_ev=3.695 multiplicity=1 homo_energy_ev=-7.213 lumo_ev=0.7 total_energy_ev=-11408.393
C 0.91850 0.45230 1.40124
C 1.44582 1.77728 -0.71607
C -1.57797 -0.37794 -0.70571
C -0.25130 -1.68706 -0.52060
C 0.98592 0.49419 -0.09058
N -2.23095 -0.35817 0.49746
C 0.35731 -0.44537 -0.89478
N -0.56312 -2.74957 0.04032
O -2.03710 0.07451 -1.72982
H -3.22050 -0.16717 0.45722
H -1.97058 -1.03018 1.20457
H 0.24204 -3.35202 0.25367
H 0.46765 -0.37178 -1.97426
H 0.14867 1.13742 1.79094
H 0.68244 -0.54651 1.78548
H 1.54686 1.69852 -1.80209
H 2.42890 2.06176 -0.32510
H 0.75966 2.61154 -0.50914
H 1.86777 0.77828 1.83726


No. 6
19
Properties=species:S:1:pos:R:3 method="wB97M-V/def2-TZVPD" homo_lumo_gap_ev="6.96 / 8.34" de_lowest_ev=5.388 multiplicity=1 homo_energy_ev="-7.573 / -8.514" lumo_ev="-0.6 / -0.2" total_energy_ev=-11406.700
C -1.03104 0.56894 1.71727
C 0.00959 1.89127 -1.39256
C -1.26663 -0.13647 0.39568
C 1.03643 -0.52159 -0.77995
C 0.52636 0.63684 -0.87892
N 2.17626 -1.25671 -0.92625
C -0.22686 -1.34151 0.04019
N 0.28396 -2.02203 1.06402
O -2.29720 -0.00420 -0.23010
H 2.95312 -0.81909 -1.39814
H 2.24383 -1.98501 -0.22024
H -0.32865 -2.01358 1.87945
H -0.72848 -1.87417 -0.77502
H 0.02605 0.59269 1.97645
H -1.43493 1.57843 1.64542
H -1.57156 0.04878 2.51087
H 0.63640 2.21764 -2.23095
H -1.01220 1.76108 -1.76138
H 0.00556 2.67872 -0.63583


No. 7
19
Properties=species:S:1:pos:R:3 method="wB97M-V/def2-TZVPD" homo_lumo_gap_ev="8.72 / 7.41" de_lowest_ev=4.879 multiplicity=1 homo_energy_ev="-8.502 / -7.787" lumo_ev="0.2 / -0.4" total_energy_ev=-11407.209
C -0.03072 -0.29073 -1.54397
C -0.26535 1.94477 -0.28576
C -0.00480 0.90482 0.69692
C 0.60513 0.71388 -0.59707
C 2.10090 0.81402 -0.81077
C -1.72023 -1.87240 1.00793
N -1.10721 -0.94859 -1.04570
N -1.73844 -0.72574 0.13889
O 0.39784 -0.50252 -2.65894
H -1.21807 1.99977 -0.79262
H 0.20004 2.91710 -0.14367
H 0.26629 0.87204 1.72582
H 2.47713 1.77049 -0.45544
H 2.31285 0.71929 -1.87433
H 2.61347 0.01380 -0.28016
H -1.90733 -2.80132 0.45732
H -0.76282 -1.99295 1.52759
H -2.50853 -1.73138 1.74474
H -1.35078 -1.80052 -1.54787


No. 8
19
Properties=species:S:1:pos:R:3 method="wB97M-V/def2-TZVPD" homo_lumo_gap_ev=8.31 de_lowest_ev=1.412 multiplicity=1 homo_energy_ev=-7.504 smiles="CC1=C(O)N=CN(C)C1" lumo_ev=0.8 total_energy_ev=-11410.675
C -1.03524 1.96121 -1.03328
C -0.18504 0.78070 -0.68554
C 1.16473 0.82958 -0.67902
O 1.80765 1.98440 -1.04649
N 1.99570 -0.25891 -0.53260
C 1.42157 -1.04908 0.30709
N 0.03146 -1.25605 0.52747
C -0.48341 -1.85721 1.74023
C -0.88307 -0.47943 -0.29151
H -1.04617 2.11994 -2.11593
H -0.67076 2.86884 -0.54155
H -2.06958 1.81854 -0.70402
H 2.73626 1.69533 -1.07763
H 2.03036 -1.80421 0.83066
H -0.30597 -1.18859 2.58975
H 0.01247 -2.81340 1.93977
H -1.56068 -2.04866 1.68796
H -1.16404 -1.04920 -1.18636
H -1.79624 -0.25378 0.27100


No. 9
19
Properties=species:S:1:pos:R:3 method="wB97M-V/def2-TZVPD" homo_lumo_gap_ev=9.25 de_lowest_ev=8.470 multiplicity=1 homo_energy_ev=-8.469 lumo_ev=0.8 total_energy_ev=-11403.618
C -1.67128 0.58325 -0.45449
C 0.38180 -0.81146 -1.60841
C 2.18491 -0.03942 0.00740
C 0.81568 0.41527 0.57482
C -0.18922 -0.45116 1.39498
C -0.97468 0.80457 1.21294
H -2.67777 0.27636 -0.13832
H -1.74081 1.67899 -0.90969
H -1.47540 -1.19530 -1.92694
H 0.45029 -1.77061 -2.26241
H 2.63660 -1.02833 0.40949
H 3.03945 0.81213 -0.21645
H 0.49887 0.95268 -0.39281
H 0.24695 -0.77768 2.29583
H -0.86600 -1.41678 1.09175
H -1.67439 1.52171 1.97794
N -1.00007 -0.49128 -1.15857
N 1.60589 -0.61589 -1.23242
O 0.40919 1.55294 1.33536


No. 10
20
Properties=species:S:1:pos:R:3 method="wB97M-V/def2-TZVPD" homo_lumo_gap_ev="5.18 / 10.13" de_lowest_ev=7.422 multiplicity=1 homo_energy_ev="-6.142 / -9.342" lumo_ev="-1.0 / 0.8" total_energy_ev=-13452.519
C -1.51891 1.08992 -0.65643
C 0.99327 0.93076 -0.11855
C -1.64927 -1.01802 0.62048
C 1.35732 -0.46230 -0.52932
C 1.90400 1.85404 0.56120
C -1.14967 -2.49316 0.52506
N -0.17490 1.47904 -0.50262
N -1.58334 -0.24661 -0.55988
O -2.27197 1.97945 -0.80129
O -2.89446 -0.70149 0.02467
H 2.38940 -0.51832 -0.67569
H 0.68519 -0.73324 -1.39527
H 1.03051 -1.33794 0.17077
H 2.61588 2.26164 -0.12319
H 2.40773 1.25684 1.28380
H 1.25831 2.65074 1.11816
H -1.12579 -2.68723 -0.56801
H -1.88979 -3.27775 0.87746
H -0.19918 -2.53387 1.02204
H -0.18433 2.50750 -0.27338


No. 11
20
Properties=species:S:1:pos:R:3 method="wB97M-V/def2-TZVPD" homo_lumo_gap_ev=9.47 de_lowest_ev=1.918 multiplicity=1 homo_energy_ev=-8.676 smiles="C[C@]12CN[C@H]1[C@H]2NC(=O)O" lumo_ev=0.8 total_energy_ev=-13458.024
C -2.82992 -2.13242 1.08590
C -1.58108 -1.30790 1.16996
C -1.34350 -0.18056 2.17874
N -0.51221 0.57390 1.20027
C -0.86647 -0.40894 0.17234
C -0.26462 -1.72516 0.56540
N 0.92286 -1.80401 1.35639
C 1.91829 -0.89559 1.36601
O 2.65138 -0.68713 2.32193
O 2.14035 -0.29480 0.13619
H -2.86680 -2.69165 0.14101
H -2.87566 -2.86000 1.91038
H -3.72326 -1.49427 1.14188
H -2.28106 0.33579 2.42275
H -0.82133 -0.44730 3.11025
H -0.74600 1.54230 0.87774
H -1.07473 -0.13473 -0.86251
H -0.36809 -2.49682 -0.20290
H 0.99791 -2.53750 2.04861
H 2.92309 0.26232 0.22073


No. 12
21
Properties=species:S:1:pos:R:3 method="wB97M-V/def2-TZVPD" homo_lumo_gap_ev=8.90 de_lowest_ev=5.647 multiplicity=1 homo_energy_ev=-8.755 lumo_ev=0.1 total_energy_ev=-24290.161
C -0.55997 0.45493 -0.05271
C -3.11156 -0.41583 -0.05495
C 1.49891 1.79531 0.10170
C 1.31897 -0.32449 -1.27478
C 1.42876 -0.42446 1.23500
C 0.87816 0.26027 0.00169
N -1.30849 1.42349 -0.09505
N -1.95588 -1.01270 -0.23977
O -4.14466 -0.97315 0.18749
O -1.94448 -2.35593 0.11107
S -2.95357 1.37861 -0.13108
H 1.05176 2.32506 -0.66711
H 1.21856 2.17523 1.04929
H 2.46607 1.76341 -0.26023
H 1.32844 0.39257 -2.00408
H 0.68245 -1.08752 -1.58840
H 2.35709 -0.70276 -1.15550
H 2.47666 -0.26568 1.38668
H 1.31235 -1.60966 1.18022
H 0.94912 -0.19783 2.18409
H -2.98868 -2.59884 0.08644